{"formula": "C23H27N3O5S", "method": "ωB97M-V/def2-TZVPD", "species": ["S", "O", "O", "O", "O", "O", "N", "N", "N", "C", "C", "C", "C", "C", "C", "C", "C", "C", "C", "C", "C", "C", "C", "C", "C", "C", "C", "C", "C", "C", "C", "C", "H", "H", "H", "H", "H", "H", "H", "H", "H", "H", "H", "H", "H", "H", "H", "H", "H", "H", "H", "H", "H", "H", "H", "H", "H", "H", "H"], "positions_angstrom": [[1.019, -1.357, 0.325], [1.149, -1.002, 1.706], [3.632, -3.720, -1.370], [-1.273, 2.276, -1.356], [-7.329, -1.517, 0.236], [-0.208, -1.985, -0.087], [-1.436, 0.677, 0.238], [1.230, -0.023, -0.663], [4.071, -3.845, -0.092], [-4.206, -0.410, 1.673], [0.139, 0.326, -1.546], [2.745, 4.684, -0.523], [2.944, 3.235, -0.199], [2.170, 0.951, -0.282], [3.329, 0.549, 0.370], [5.512, 1.012, 1.488], [-5.777, 0.209, -0.524], [3.488, -3.014, 2.138], [2.329, -2.451, -0.132], [1.986, 2.301, -0.567], [-4.593, 0.887, -0.296], [-6.185, -0.789, 0.355], [-5.383, -1.092, 1.457], [4.090, 2.815, 0.463], [1.924, -2.599, -2.695], [-3.799, 0.596, 0.803], [-0.940, 1.205, -0.887], [3.311, -3.106, 0.670], [-8.183, -1.256, -0.851], [-2.492, 1.314, 1.006], [4.289, 1.474, 0.755], [2.586, -2.891, -1.405], [3.384, 4.971, -1.358], [3.099, -3.917, 2.606], [-9.020, -1.943, -0.741], [1.712, 4.882, -0.797], [3.011, 5.307, 0.329], [-2.205, 1.308, 2.061], [-3.594, -0.657, 2.529], [-2.558, 2.345, 0.648], [-6.370, 0.466, -1.388], [-4.279, 1.657, -0.985], [0.533, 0.847, -2.423], [2.128, -1.573, -2.997], [4.545, -2.939, 2.382], [5.889, 0.084, 1.063], [3.488, -0.492, 0.593], [-7.686, -1.444, -1.808], [2.297, -3.278, -3.457], [-5.710, -1.870, 2.128], [6.296, 1.764, 1.449], [5.267, 0.826, 2.534], [1.095, 2.644, -1.065], [-1.195, -0.273, 0.485], [2.941, -2.158, 2.523], [0.848, -2.719, -2.584], [4.833, 3.543, 0.755], [-0.331, -0.609, -1.856], [-8.556, -0.226, -0.831]], "nbo_charge": [2.34, -0.92, -0.26, -0.64, -0.49, -0.95, -0.61, -0.70, -0.13, -0.18, -0.32, -0.63, 0.03, 0.25, -0.28, -0.63, -0.32, -0.67, -0.52, -0.30, -0.12, 0.30, -0.25, -0.24, -0.68, -0.09, 0.67, 0.20, -0.25, -0.24, 0.03, 0.40, 0.22, 0.24, 0.20, 0.22, 0.22, 0.21, 0.21, 0.24, 0.22, 0.21, 0.24, 0.24, 0.24, 0.22, 0.21, 0.18, 0.25, 0.22, 0.22, 0.22, 0.23, 0.41, 0.25, 0.25, 0.20, 0.25, 0.18], "mol_weight_g_mol": 457.552, "e_above_lowest_kj_mol": 397.73, "multiplicity": 1, "homo_lumo_gap_ev": 9.04, "largest_force_ha_per_bohr": 0.026, "e_tot_ev": -49831.145}

***

{"formula": "H20O10", "method": "ωB97M-V/def2-TZVPD", "species": ["O", "O", "O", "O", "O", "O", "O", "O", "O", "O", "H", "H", "H", "H", "H", "H", "H", "H", "H", "H", "H", "H", "H", "H", "H", "H", "H", "H", "H", "H"], "positions_angstrom": [[-0.427, -2.484, 1.310], [-0.918, 1.159, 2.329], [0.130, -0.028, 0.045], [1.961, 1.088, 2.681], [-3.347, -1.138, -0.646], [2.671, 2.167, -0.247], [0.155, 2.768, 0.439], [-1.396, 0.721, -2.315], [1.653, -1.878, -1.135], [-0.753, -2.088, -2.308], [-3.310, -0.204, -0.530], [0.087, 0.994, 2.188], [1.595, -1.157, -0.519], [-0.276, 2.603, 1.194], [1.210, 2.735, 0.558], [-0.406, -1.684, -3.001], [-2.479, -1.275, -0.422], [-0.855, -2.972, -2.318], [2.523, 2.062, -1.123], [0.538, 0.907, -0.042], [1.908, 0.465, 3.422], [-1.587, -0.335, -2.229], [2.281, 0.393, 2.100], [0.885, -1.773, -1.765], [-0.182, -1.731, 0.782], [-0.865, -2.191, 2.018], [-0.360, -0.138, -0.874], [3.165, 1.329, 0.082], [-2.001, 1.159, -1.668], [-1.601, 0.527, 1.992]], "nbo_charge": [-0.95, -1.02, -1.06, -0.92, -0.90, -0.93, -0.99, -0.97, -0.98, -0.93, 0.45, 0.51, 0.48, 0.48, 0.50, 0.48, 0.46, 0.50, 0.48, 0.52, 0.48, 0.49, 0.46, 0.46, 0.49, 0.45, 0.50, 0.49, 0.48, 0.49], "mol_weight_g_mol": 180.150, "e_above_lowest_kj_mol": 514.77, "multiplicity": 1, "homo_lumo_gap_ev": 10.63, "largest_force_ha_per_bohr": 0.150, "e_tot_ev": -20797.277}

***

{"formula": "C3H5NOS", "method": "ωB97M-V/def2-TZVPD", "species": ["S", "O", "N", "C", "C", "C", "H", "H", "H", "H", "H"], "positions_angstrom": [[-1.302, -0.612, 0.803], [-1.551, -1.613, -1.179], [-1.925, 1.934, -0.356], [1.057, 0.200, -0.457], [0.608, -0.373, 0.869], [-1.771, 0.863, 0.057], [0.565, 1.111, -0.544], [0.732, -1.515, 0.980], [0.760, -0.377, -1.297], [0.752, 0.205, 1.754], [2.075, 0.176, -0.631]], "nbo_charge": [0.56, -0.44, -0.27, -0.65, -0.41, 0.04, 0.23, 0.24, 0.25, 0.23, 0.23], "mol_weight_g_mol": 103.146, "e_above_lowest_kj_mol": 603.71, "multiplicity": 1, "homo_lumo_gap_ev": [8.80, 8.82], "largest_force_ha_per_bohr": 0.073, "e_tot_ev": -17559.010}

***

{"formula": "C6H10", "method": "ωB97M-V/def2-TZVPD", "species": ["C", "C", "C", "C", "C", "C", "H", "H", "H", "H", "H", "H", "H", "H", "H", "H"], "positions_angstrom": [[1.651, 0.633, 0.376], [-0.844, -1.389, 0.575], [0.295, 0.843, 0.897], [-0.821, 0.079, 0.153], [2.754, 0.617, -0.109], [-0.723, 0.186, -1.369], [-1.764, 0.544, 0.471], [-0.944, -1.493, 1.661], [0.197, -0.286, -1.733], [-0.729, 1.224, -1.719], [-1.685, -1.913, 0.106], [0.082, -1.891, 0.268], [-1.571, -0.332, -1.833], [3.728, 0.667, -0.541], [0.123, 1.925, 0.834], [0.249, 0.585, 1.963]], "nbo_charge": [0.01, -0.61, -0.48, -0.20, -0.27, -0.61, 0.20, 0.21, 0.21, 0.21, 0.21, 0.21, 0.21, 0.24, 0.23, 0.23], "mol_weight_g_mol": 82.146, "e_above_lowest_kj_mol": 136.08, "multiplicity": 1, "homo_lumo_gap_ev": 10.97, "largest_force_ha_per_bohr": 0.010, "e_tot_ev": -6382.449}

***

{"formula": "C5H11NO", "method": "ωB97M-V/def2-TZVPD", "species": ["O", "N", "C", "C", "C", "C", "C", "H", "H", "H", "H", "H", "H", "H", "H", "H", "H", "H"], "positions_angstrom": [[-0.653, 1.471, -1.567], [-0.361, 0.645, 0.575], [-1.198, 1.738, 0.931], [0.613, 0.091, 1.564], [-0.140, 0.631, -0.808], [0.118, -1.996, -1.100], [0.744, -0.588, -1.388], [0.620, -2.435, -0.221], [-2.167, 1.671, 0.362], [0.554, -1.003, 1.764], [0.285, -2.754, -1.869], [-1.250, 1.790, 2.025], [0.263, 0.556, 2.447], [0.838, -0.400, -2.441], [-0.963, -1.907, -1.033], [1.695, 0.359, 1.134], [1.710, -0.515, -1.019], [-0.707, 2.647, 0.643]], "mulliken_spin": [0.29, 0.65, 0.01, 0.00, -0.09, 0.00, -0.01, 0.00, 0.03, 0.03, 0.00, 0.00, 0.00, 0.00, 0.00, 0.04, 0.00, 0.05], "mol_weight_g_mol": 101.149, "e_above_lowest_kj_mol": 197.22, "multiplicity": 2, "total_charge": 1, "homo_lumo_gap_ev": [12.11, 6.89], "largest_force_ha_per_bohr": 0.097, "e_tot_ev": -8891.292}

***

{"formula": "C2H7NO3P", "method": "ωB97M-V/def2-TZVPD", "species": ["P", "O", "O", "O", "N", "C", "C", "H", "H", "H", "H", "H", "H", "H"], "positions_angstrom": [[-0.877, 0.444, 0.025], [-1.864, 0.271, 1.170], [1.601, -1.019, 1.044], [-1.537, 0.209, -1.319], [-2.562, 2.960, 0.058], [-0.075, -2.297, 0.019], [0.960, -1.275, 0.060], [1.183, -0.794, -0.908], [-2.736, 2.041, 0.522], [-0.584, -2.445, -0.900], [-1.569, 2.798, -0.485], [-0.641, -2.138, 0.907], [-2.381, 3.605, 0.805], [0.460, -3.218, 0.348]], "nbo_charge": [1.45, -1.17, -0.59, -1.15, -1.10, -0.75, 0.37, 0.12, 0.40, 0.24, 0.35, 0.27, 0.33, 0.22], "mol_weight_g_mol": 124.056, "e_above_lowest_kj_mol": 207.89, "multiplicity": 1, "total_charge": -1, "homo_lumo_gap_ev": 8.24, "largest_force_ha_per_bohr": 0.074, "e_tot_ev": -19110.564}